No. 1
Here is C4H15NO3 as an isolated structure at a distorted geometry from the OMol25 dataset. Energies are from the ωB97M-V functional and the def2-TZVPD basis.

```
! RIJCOSX wB97M-V def2-TZVPD def2/J DEFGRID3
* xyz 0 1
O -2.486 -2.068 2.306
H -2.020 -2.075 3.142
H -1.802 -1.927 1.651
O -0.865 -1.548 1.005
H -0.027 -1.092 0.929
H -1.122 -1.730 0.101
C 0.666 1.161 -2.657
C 0.140 0.336 -1.540
C 0.824 0.790 -0.253
O 0.488 -0.134 0.810
C 1.255 -0.030 2.039
N -1.316 0.581 -1.473
H 0.072 0.974 -3.552
H 1.721 1.132 -2.930
H 0.419 2.200 -2.440
H 0.282 -0.713 -1.800
H 0.641 1.809 0.089
H 1.902 0.671 -0.355
H 1.433 1.008 2.318
H 2.221 -0.483 1.819
H 0.735 -0.610 2.801
H -1.687 0.173 -0.627
H -1.472 1.575 -1.384
*
```

ΔE to the lowest compared entry with this formula, charge and spin: 435.9 kJ/mol
frontier orbital gap: 0.347 Ha
electronic energy: -12019.7006 eV



No. 2
Here is a 4-piece molecular cluster, C4H15NO3 overall from the OMol25 dataset. Energies are from the ωB97M-V functional and the def2-TZVPD basis.

```
! RIJCOSX wB97M-V def2-TZVPD def2/J DEFGRID3
* xyz 0 1
C 1.865 -2.196 -0.361
C 1.329 -0.802 -0.299
C 0.704 -0.217 -1.318
N 0.178 1.109 -1.264
C -1.258 1.139 -1.611
H 1.461 -2.802 0.450
H 1.628 -2.668 -1.314
H 2.952 -2.198 -0.250
H 1.488 -0.228 0.608
H 0.547 -0.793 -2.232
H 0.672 1.659 -1.938
H -1.448 0.607 -2.547
H -1.808 0.647 -0.811
H -1.608 2.166 -1.688
H -0.463 0.943 2.316
H -0.538 -0.043 3.488
O -1.072 0.315 2.769
H 0.438 1.860 0.399
H 0.306 3.001 1.481
O 0.609 2.097 1.353
H -2.019 -0.771 1.578
H -1.595 -1.487 0.309
O -2.366 -1.338 0.880
*
```

ΔE to the lowest compared entry with this formula, charge and spin: 50.1 kJ/mol
structure (SMILES): C/C=C/NC.O.O.O
frontier orbital gap: 0.386 Ha
electronic energy: -12023.6994 eV



No. 3
Here is a 4-piece molecular cluster, C4H15NO3 overall at a distorted geometry from the OMol25 dataset. Energies are from the ωB97M-V functional and the def2-TZVPD basis.

```
! RIJCOSX wB97M-V def2-TZVPD def2/J DEFGRID3
* xyz 1 2
C 1.266 1.927 -0.107
C 0.073 1.049 0.378
C -1.177 1.110 -0.446
C -2.098 -0.856 -1.027
N -1.915 -0.033 -0.075
H 2.230 2.121 0.436
H 1.452 1.799 -1.222
H 0.854 2.946 -0.178
H -0.210 1.217 1.413
H 0.374 -0.030 0.210
H -0.766 1.179 -1.581
H -1.696 2.113 -0.387
H -1.886 -0.759 -2.128
H -2.772 -1.776 -0.827
H 1.238 -1.727 2.070
H 2.569 -1.013 1.588
O 2.158 -1.648 2.285
H -1.882 -0.467 2.068
H -1.934 -1.215 3.411
O -1.404 -1.142 2.593
H 2.735 0.349 -3.151
H 2.050 -1.022 -3.466
O 2.080 -0.068 -3.693
*
```

ΔE to the lowest compared entry with this formula, charge and spin: 401.0 kJ/mol
frontier orbital gap (alpha / beta): 0.313 / 0.140 Ha
electronic energy: -12011.6785 eV



No. 4
Here is a 4-piece molecular cluster, C4H15NO4 overall from the OMol25 dataset. Energies are from the ωB97M-V functional and the def2-TZVPD basis.

```
! RIJCOSX wB97M-V def2-TZVPD def2/J DEFGRID3
* xyz 0 1
C 1.145 1.589 -0.750
C 1.410 1.265 0.705
C -0.254 1.280 -1.273
N -0.985 0.358 -0.594
C -2.434 0.326 -0.771
O -0.663 1.821 -2.283
H 1.810 1.055 -1.439
H 1.320 2.646 -0.945
H 2.263 1.801 1.141
H 0.560 1.528 1.329
H 1.613 0.213 0.913
H -0.616 -0.011 0.266
H -2.812 1.344 -0.904
H -2.868 -0.146 0.104
H -2.688 -0.253 -1.649
H 3.675 -1.437 0.608
H 2.192 -1.877 0.640
O 3.059 -2.104 0.288
H -1.972 -1.483 2.837
H -0.703 -0.764 2.485
O -1.632 -0.597 2.678
H -0.058 -3.324 0.921
H 0.088 -2.319 -0.227
O -0.066 -2.379 0.724
*
```

ΔE to the lowest compared entry with this formula, charge and spin: 76.8 kJ/mol
structure (SMILES): CCC(=O)NC.O.O.O
frontier orbital gap: 0.355 Ha
electronic energy: -14071.9150 eV